This record from the Open Molecules 2025 dataset describes a gas-phase ion, C6H17N2 (charge +1) in a non-equilibrium geometry. The level of theory is wB97M-V/def2-TZVPD.

Structure (SMILES): C[C@@H](N)CCCC[NH3+]
E_HOMO: -12.1 eV
LUMO level: -0.14087 Eh
Charge: +1
Orbital gap: 8.239 eV

Cartesian coordinates (Å):
C  1.470  2.308  1.726
C  0.607  1.393  0.902
C  1.266  -0.021  0.841
C  0.226  -1.151  0.779
C  -1.097  -0.983  0.090
C  -1.080  -0.806  -1.461
N  -1.324  -2.140  -2.183
N  0.438  2.034  -0.446
H  1.100  3.329  1.589
H  1.243  2.076  2.772
H  2.541  2.324  1.569
H  -0.414  1.228  1.238
H  2.068  -0.092  0.095
H  1.849  -0.092  1.759
H  0.078  -1.604  1.767
H  0.700  -1.996  0.260
H  -1.821  -1.786  0.344
H  -1.808  -0.227  0.455
H  -1.761  -0.065  -1.851
H  -0.006  -0.619  -1.548
H  -0.427  -2.606  -2.302
H  -1.802  -2.043  -3.083
H  -2.036  -2.651  -1.645
H  0.306  1.487  -1.295
H  -0.314  2.703  -0.372

Cartesian forces (eV/Å) of the 3 atoms listed first:
C -1.61 0.96 1.25
C 0.98 -0.96 -2.36
C -0.51 1.09 0.12

These are the Mulliken partial charges, in e, on atoms 1 to 5: atom 1 (C): -1.412, atom 2 (C): 0.594, atom 3 (C): -0.926, atom 4 (C): -0.941, atom 5 (C): -0.495

---

This record from the Open Molecules 2025 dataset describes C6H11NO2 in the gas phase in a non-equilibrium geometry. The level of theory is wB97M-V/def2-TZVPD.

Structure (SMILES): C=C(OC)[C@@](C)(N)C=O
E_HOMO: -9.6 eV
LUMO level: 0.03250 Eh
Orbital gap: 10.469 eV

Cartesian coordinates (Å):
C  -0.678  0.328  0.477
C  2.399  -0.532  -0.469
C  -1.611  1.284  -0.266
C  -0.095  -0.786  -0.335
N  -1.334  -0.214  1.682
C  0.612  1.166  0.963
C  -0.606  -1.486  -1.344
O  1.265  -1.099  0.182
O  1.112  2.083  0.327
H  -0.720  -0.917  2.096
H  -2.167  -0.725  1.393
H  0.835  1.011  2.033
H  2.137  0.147  -1.287
H  2.976  0.009  0.288
H  3.034  -1.345  -0.832
H  -2.529  0.790  -0.599
H  -1.880  2.125  0.384
H  -1.118  1.709  -1.147
H  -1.595  -1.263  -1.737
H  -0.038  -2.285  -1.809

Cartesian forces (eV/Å) of the 3 atoms listed first:
C 0.96 0.65 0.29
C 0.30 -0.10 -0.06
C 0.07 0.07 -0.15

These are the Mulliken partial charges, in e, on atoms 1 to 5: atom 1 (C): 1.730, atom 2 (C): -0.742, atom 3 (C): -1.732, atom 4 (C): 0.065, atom 5 (N): -0.745

---

This record from the Open Molecules 2025 dataset describes a molecular structure, C22H23F4N8O2PdS. The level of theory is wB97M-V/def2-TZVPD.

E_HOMO (alpha / beta): -12.1 / -12.1 eV
LUMO level (alpha / beta): -0.22505 / -0.22495 Eh
Charge: +1
Orbital gap (alpha / beta): 5.952 / 5.955 eV

Cartesian coordinates (Å):
Pd  -2.545  0.292  1.427
N  -3.919  1.401  2.548
N  -4.720  2.075  1.607
C  -4.576  1.800  0.244
O  -5.343  2.267  -0.555
O  -3.538  1.047  -0.062
H  -4.471  0.763  3.118
H  -3.467  2.075  3.160
H  -5.585  2.487  1.921
C  -2.895  -2.799  -5.211
C  -1.782  -3.011  -4.191
C  -2.281  -3.159  -2.755
C  -3.091  -1.973  -2.249
N  -2.381  -0.699  -2.404
C  -1.607  -0.109  -1.512
S  -1.210  -0.922  -0.011
N  -1.103  1.083  -1.787
C  -0.221  1.869  -0.923
C  1.242  1.442  -0.952
C  2.003  1.774  -2.235
C  1.561  1.002  -3.475
H  -2.502  -2.802  -6.227
H  -3.415  -1.848  -5.071
H  -3.645  -3.590  -5.143
H  -1.062  -2.188  -4.247
H  -1.219  -3.909  -4.451
H  -1.436  -3.320  -2.080
H  -2.918  -4.045  -2.677
H  -3.335  -2.091  -1.196
H  -4.028  -1.867  -2.793
H  -2.507  -0.228  -3.289
H  -1.468  1.552  -2.603
H  -0.613  1.825  0.094
H  -0.315  2.902  -1.258
H  1.303  0.370  -0.744
H  1.728  1.952  -0.114
H  3.060  1.567  -2.056
H  1.940  2.850  -2.424
H  1.517  -0.071  -3.276
H  2.261  1.159  -4.296
H  0.578  1.316  -3.833
F  3.261  -2.243  5.003
C  3.287  -1.111  4.321
C  4.449  -0.451  4.192
F  5.529  -0.955  4.751
C  4.564  0.805  3.469
C  3.320  1.280  2.883
C  2.162  0.620  3.023
F  1.068  1.115  2.444
C  2.049  -0.623  3.752
C  0.868  -1.303  3.876
C  -0.357  -0.809  3.334
N  -1.380  -0.457  2.956
C  0.717  -2.580  4.509
N  0.523  -3.619  4.959
F  3.332  2.393  2.174
C  5.736  1.484  3.351
C  6.981  1.028  3.900
N  8.013  0.702  4.282
C  5.861  2.735  2.658
N  6.019  3.748  2.141

Cartesian forces (eV/Å) of the 3 atoms listed first:
Pd 0.08 -0.09 0.33
N -0.13 -0.03 0.03
N 0.07 0.07 0.03

These are the Mulliken partial charges, in e, on atoms 1 to 5: atom 1 (Pd): 0.455, atom 2 (N): -0.605, atom 3 (N): -0.087, atom 4 (C): 0.578, atom 5 (O): -0.601

---

Calculated energy in order - -9470.2582; -11983.4778; -64379.2865 eV
Calculated energy relative to the best compared isomer or geometry (same formula, charge and spin) in order - 1.776; 2.791; 0.144 eV